The following is a quantum chemistry calculation of a cluster of 3 separate species, C3H6N2O in total at a distorted geometry, from the OMol25 dataset.

XYZ file:
```
12
Properties=species:S:1:pos:R:3:mulliken_charge:R:1
H -2.59 -0.46 1.52 0.264
N -1.68 -0.39 1.99 -0.524
C -0.84 0.17 1.23 -0.075
C -1.24 0.63 -0.11 0.378
N -1.69 0.96 -1.13 -0.424
H 0.20 0.33 1.52 0.403
H 0.57 -2.48 0.15 0.210
H 0.99 -1.91 -0.08 -0.223
C 1.58 0.79 -1.29 -0.137
O 1.57 0.13 -0.27 -0.372
H 0.68 0.85 -1.93 0.255
H 2.46 1.39 -1.59 0.245
```

Summary:
Molar mass (g mol⁻¹): 86.094
SMILES: [H]/N=C\C#N.[H][H].C=O
E_LUMO (eV): 0.12
Orbital gap (Ha): 0.3998
Total energy (a.u.): -302.55456

The following is a quantum chemistry calculation of the molecule C3H6N2O at a distorted geometry, from the OMol25 dataset.

XYZ file:
```
12
Properties=species:S:1:pos:R:3:mulliken_charge:R:1
C -2.22 0.57 0.00 0.083
C 1.13 -0.63 -0.03 -0.145
C 1.79 0.64 0.12 -0.786
N -0.22 -0.54 -0.24 0.015
N -0.89 0.71 -0.15 -0.449
O -2.90 -0.44 0.24 -0.580
H -2.63 1.52 -0.12 0.398
H 1.54 -1.04 -0.97 0.227
H 1.10 -1.45 0.74 0.279
H 1.23 1.57 0.46 0.328
H 2.87 0.53 -0.04 0.293
H -0.80 -1.45 0.00 0.336
```

Summary:
Molar mass (g mol⁻¹): 86.094
E_LUMO (spin up / spin down) (eV): -0.22 / -1.20
Orbital gap (spin up / spin down) (Ha): 0.3167 / 0.2779
Total energy (a.u.): -302.49362

The following is a quantum chemistry calculation of a structure of composition C3H6N2O, from the OMol25 dataset.

XYZ file:
```
12
Properties=species:S:1:pos:R:3:mulliken_charge:R:1
O -1.34 -1.10 2.33 -0.493
C -0.80 -0.54 1.30 0.706
N -0.16 -1.07 0.24 -0.221
C 0.06 -0.22 -0.92 -0.330
C 0.83 1.04 -0.53 -1.075
N -1.11 0.60 1.75 -0.403
H -0.32 -2.05 0.11 0.246
H -0.89 0.06 -1.39 0.273
H 0.63 -0.80 -1.65 0.318
H 1.81 0.78 -0.10 0.286
H 0.96 1.68 -1.39 0.339
H 0.31 1.62 0.25 0.352
```

Summary:
Molar mass (g mol⁻¹): 86.094
E_LUMO (eV): -0.28
Orbital gap (Ha): 0.3426
Total energy (a.u.): -302.55125

The following is a quantum chemistry calculation of the molecule C3H6N2O at a distorted geometry, from the OMol25 dataset.

XYZ file:
```
12
Properties=species:S:1:pos:R:3:mulliken_charge:R:1
C -2.41 -0.47 -0.22 -0.777
C -1.28 0.37 0.13 0.113
N 0.08 -0.11 0.22 -0.177
C 1.12 0.78 -0.06 0.168
N 2.37 0.56 -0.24 -0.420
O 2.62 -0.82 0.07 -0.432
H -2.31 -1.52 -0.41 0.283
H -3.44 0.01 -0.08 0.206
H -1.36 1.44 0.65 0.222
H 0.26 -1.04 0.10 0.203
H 0.77 1.83 -0.22 0.280
H 3.57 -1.02 0.07 0.330
```

Summary:
Molar mass (g mol⁻¹): 86.094
SMILES: C=CN/C=N\O
E_LUMO (eV): 0.98
Orbital gap (Ha): 0.3456
Total energy (a.u.): -302.55019

The following is a quantum chemistry calculation of a cluster of 2 separate species, C3H6N2O in total, from the OMol25 dataset.

XYZ file:
```
12
Properties=species:S:1:pos:R:3:mulliken_charge:R:1
C -0.06 0.95 0.29 -0.388
C -1.20 1.21 -0.39 -0.343
N -1.89 0.02 -0.44 -0.135
C -1.11 -0.89 0.25 -0.119
N -0.03 -0.37 0.72 -0.485
H 0.85 1.53 0.38 0.460
H -1.71 2.10 -0.71 0.387
H -2.89 -0.12 -0.46 0.257
H -1.47 -1.90 0.31 0.372
O 3.22 -0.70 -0.12 -0.624
H 2.60 -0.23 -0.69 0.312
H 3.91 -1.08 -0.66 0.308
```

Summary:
Molar mass (g mol⁻¹): 86.094
SMILES: c1c[nH]cn1.O
E_LUMO (eV): 0.86
Orbital gap (Ha): 0.3650
Total energy (a.u.): -302.64976

The following is a quantum chemistry calculation of a structure of composition C3H6N2O, from the OMol25 dataset.

XYZ file:
```
12
Properties=species:S:1:pos:R:3:mulliken_charge:R:1
O -2.43 0.49 -0.65 -0.359
N -1.30 -0.05 -1.23 -0.519
C -0.36 -0.15 -0.39 1.106
C 1.01 -0.77 -0.48 -0.875
N 1.00 -0.72 0.88 0.046
C -0.11 0.03 1.05 -0.656
H -3.07 0.47 -1.37 0.376
H 1.54 1.22 -0.37 -0.009
H 1.46 -1.53 -1.10 0.293
H 1.70 -1.00 1.55 0.189
H 1.15 1.61 0.18 0.031
H -0.59 0.40 1.94 0.375
```

Summary:
Molar mass (g mol⁻¹): 86.094
E_LUMO (spin up / spin down) (eV): 0.13 / 0.13
Orbital gap (spin up / spin down) (Ha): 0.2735 / 0.2734
Total energy (a.u.): -302.43001

The following is a quantum chemistry calculation of a cluster of 2 separate species, C3H6N2O in total, from the OMol25 dataset.

XYZ file:
```
12
Properties=species:S:1:pos:R:3:mulliken_charge:R:1
N -0.80 1.09 -1.83 -0.652
C -0.33 -0.01 -2.08 0.637
N -0.01 -1.17 -2.32 -0.544
H -0.30 1.59 -1.09 0.337
H 0.72 -1.33 -3.00 0.258
C -0.53 0.00 1.61 -0.824
C 0.93 -0.08 1.26 0.161
O 1.42 0.44 0.29 -0.486
H -1.12 0.31 0.75 0.208
H -0.66 0.74 2.42 0.279
H -0.90 -0.96 1.99 0.291
H 1.57 -0.63 1.98 0.335
```

Summary:
Molar mass (g mol⁻¹): 86.094
SMILES: N=C=N.CC=O
E_LUMO (eV): 0.97
Orbital gap (Ha): 0.4088
Total energy (a.u.): -302.62928

The following is a quantum chemistry calculation of a cluster of 2 separate species, C3H6N2O in total at a distorted geometry, from the OMol25 dataset.

XYZ file:
```
12
Properties=species:S:1:pos:R:3:mulliken_charge:R:1
C 0.43 0.59 0.63 -0.069
C 1.18 0.63 -0.58 -0.327
N 1.43 -0.87 -0.80 -0.355
C 0.76 -1.14 0.48 0.091
N -0.32 -0.60 1.03 -0.522
H 0.51 1.18 1.58 0.336
H 0.86 1.07 -1.52 0.281
H 0.87 -1.17 -1.58 0.252
H 1.57 -1.55 1.24 0.302
H -1.68 0.26 -0.15 0.400
H -3.13 0.79 0.14 0.282
O -2.47 0.80 -0.47 -0.671
```

Summary:
Molar mass (g mol⁻¹): 86.094
E_LUMO (eV): -0.83
Orbital gap (Ha): 0.2782
Total energy (a.u.): -302.42608